{
  "formula": "C60H135N5O10",
  "method": "ωB97M-V/def2-TZVPD",
  "symbols": ["C", "C", "C", "C", "C", "C", "C", "C", "C", "N", "O", "H", "H", "H", "H", "H", "H", "H", "H", "H", "H", "H", "H", "H", "H", "H", "H", "H", "H", "H", "C", "C", "C", "C", "C", "C", "C", "C", "C", "N", "O", "H", "H", "H", "H", "H", "H", "H", "H", "H", "H", "H", "H", "H", "H", "H", "H", "H", "H", "H", "C", "C", "C", "C", "C", "C", "C", "C", "C", "N", "O", "H", "H", "H", "H", "H", "H", "H", "H", "H", "H", "H", "H", "H", "H", "H", "H", "H", "H", "H", "C", "C", "C", "C", "C", "C", "C", "C", "C", "N", "O", "H", "H", "H", "H", "H", "H", "H", "H", "H", "H", "H", "H", "H", "H", "H", "H", "H", "H", "H", "C", "C", "C", "C", "C", "C", "C", "C", "C", "N", "O", "H", "H", "H", "H", "H", "H", "H", "H", "H", "H", "H", "H", "H", "H", "H", "H", "H", "H", "H", "C", "C", "C", "O", "H", "H", "H", "H", "H", "H", "H", "H", "C", "C", "C", "O", "H", "H", "H", "H", "H", "H", "H", "H", "C", "C", "C", "O", "H", "H", "H", "H", "H", "H", "H", "H", "C", "C", "C", "O", "H", "H", "H", "H", "H", "H", "H", "H", "C", "C", "C", "O", "H", "H", "H", "H", "H", "H", "H", "H"],
  "positions_angstrom": [[-0.2618, -3.6750, 3.3190], [0.8211, -4.2998, 4.1480], [2.1679, -4.0611, 3.3602], [0.9114, -3.5207, 5.4462], [1.7508, -4.2398, 6.5201], [1.1960, -5.6063, 6.7616], [1.1656, -6.4056, 5.4227], [2.6133, -6.8933, 4.9924], [0.3371, -7.6473, 5.6065], [0.3664, -5.6287, 4.4219], [0.3756, -6.3056, 3.2069], [-1.2481, -3.8664, 3.7268], [0.0065, -2.6389, 3.1780], [-0.1596, -4.0616, 2.3005], [3.1211, -4.1989, 3.8839], [2.1562, -4.7085, 2.4772], [2.1792, -3.0273, 3.0090], [1.2692, -2.5350, 5.1562], [-0.1139, -3.3787, 5.8277], [2.8297, -4.2480, 6.3787], [1.6829, -3.6993, 7.4617], [0.1447, -5.5467, 7.0634], [1.7130, -6.1523, 7.5553], [2.9780, -7.5663, 5.7630], [3.3202, -6.0740, 4.9611], [2.6322, -7.3325, 3.9976], [0.6737, -8.2298, 6.4694], [0.5524, -8.2246, 4.7072], [-0.7026, -7.3739, 5.8119], [-0.4904, -6.6919, 3.0388], [-3.3387, -2.4552, 1.2700], [-4.1510, -1.5887, 2.1909], [-5.4546, -2.3851, 2.5380], [-3.2821, -1.3393, 3.4368], [-3.9031, -0.2291, 4.3168], [-3.9536, 1.0261, 3.4378], [-4.8291, 0.8313, 2.1956], [-6.3398, 0.7715, 2.6051], [-4.6651, 2.0442, 1.3141], [-4.3131, -0.3399, 1.4659], [-5.1715, -0.6227, 0.4491], [-3.0109, -3.3996, 1.7189], [-3.9587, -2.6983, 0.4156], [-2.4768, -1.9048, 0.8768], [-6.1134, -1.9305, 3.2823], [-6.1267, -2.6112, 1.7214], [-4.9944, -3.2798, 2.9336], [-3.2207, -2.3095, 3.9135], [-2.3266, -0.9611, 3.0812], [-4.8548, -0.5702, 4.7141], [-3.1789, -0.0057, 5.0976], [-2.9291, 1.2551, 3.1384], [-4.3940, 1.9164, 3.9170], [-6.6670, 1.7686, 2.9056], [-6.5122, 0.1646, 3.4999], [-6.9921, 0.4366, 1.8054], [-3.6673, 2.0213, 0.8776], [-4.9129, 2.9834, 1.8212], [-5.3883, 1.8810, 0.5184], [-4.6508, -0.5845, -0.3512], [0.0660, 3.2422, -5.3108], [1.4952, 2.9237, -5.8189], [1.2823, 2.3025, -7.2598], [2.2259, 4.2401, -5.9208], [3.7130, 3.9458, -6.1134], [4.3283, 3.0676, -5.0162], [3.5485, 1.7577, -5.0229], [3.9125, 0.8093, -6.2028], [3.9344, 0.9509, -3.7965], [2.1303, 2.1136, -4.8074], [1.3786, 0.8823, -4.7947], [-0.5466, 2.3384, -5.3756], [0.1285, 3.4975, -4.2545], [-0.3819, 4.0362, -5.8960], [2.1102, 2.4426, -7.9629], [1.0295, 1.2515, -7.2227], [0.4449, 2.9094, -7.5810], [1.7788, 4.7438, -6.7734], [2.0900, 4.8197, -5.0127], [3.8894, 3.4699, -7.0732], [4.2773, 4.8812, -6.1463], [4.1514, 3.5108, -4.0298], [5.4042, 2.8871, -5.1601], [3.4474, -0.1738, -6.0887], [4.9483, 0.5554, -5.9803], [3.8141, 1.2007, -7.2041], [3.7578, 1.4078, -2.8172], [5.0044, 0.7650, -3.8735], [3.4236, -0.0011, -3.9062], [1.3609, 0.6131, -3.8656], [-0.3023, 4.7233, 2.9149], [-0.9439, 4.0400, 4.1386], [-2.4903, 4.2615, 4.0503], [-0.5685, 2.5705, 4.1685], [-1.0449, 1.9134, 5.4303], [-0.4279, 2.6358, 6.6385], [-0.6841, 4.1478, 6.6218], [-2.1296, 4.4659, 7.0905], [0.2770, 4.7661, 7.6205], [-0.3347, 4.6785, 5.2934], [-0.6318, 6.0187, 5.3378], [0.7615, 4.8282, 3.1195], [-0.4006, 4.1968, 1.9670], [-0.8795, 5.6311, 2.8065], [-2.7609, 3.9275, 3.0468], [-3.0163, 3.6435, 4.7676], [-2.7857, 5.2922, 4.2107], [-0.9801, 2.0705, 3.2987], [0.5254, 2.5142, 4.1115], [-2.1281, 1.7763, 5.5152], [-0.6301, 0.9111, 5.5579], [0.6826, 2.5179, 6.6528], [-0.7754, 2.2951, 7.6357], [-2.1442, 4.2500, 8.1529], [-2.9564, 3.9863, 6.5872], [-2.2976, 5.5415, 7.0066], [0.0671, 5.8242, 7.7961], [1.2637, 4.5816, 7.2422], [0.1281, 4.3425, 8.6216], [0.2043, 6.4879, 5.2242], [1.3461, -2.4811, -3.8030], [1.6088, -3.6870, -4.7980], [3.0487, -4.1449, -4.6088], [0.7023, -4.8558, -4.5019], [-0.7436, -4.6678, -4.8826], [-0.7258, -4.4634, -6.4196], [0.1333, -3.2804, -6.7594], [0.2160, -3.2439, -8.3082], [-0.5904, -1.9496, -6.3895], [1.4793, -3.4865, -6.2112], [2.2448, -2.3907, -6.6446], [1.9383, -2.8129, -2.9612], [1.7639, -1.4921, -4.0027], [0.3014, -2.3578, -3.5332], [3.3159, -4.8747, -5.3640], [3.6627, -3.2533, -4.7011], [3.2545, -4.5312, -3.5986], [1.0389, -5.7187, -5.0885], [0.7689, -4.9591, -3.4313], [-1.2322, -5.6354, -4.6838], [-1.3300, -3.8883, -4.3781], [-1.7346, -4.2309, -6.7447], [-0.3664, -5.3939, -6.8829], [-0.7475, -3.3752, -8.8013], [0.8179, -4.1191, -8.5715], [0.6600, -2.2988, -8.6048], [-1.4684, -1.8319, -7.0382], [0.0320, -1.1093, -6.6874], [-0.9740, -1.8806, -5.3811], [1.9207, -1.5101, -6.3685], [-3.9470, 0.5287, -2.5728], [-2.6247, 0.2823, -3.2188], [-2.6411, 0.3690, -4.7414], [-1.6563, 1.2716, -2.7663], [-4.5965, -0.3337, -2.6604], [-4.3695, 1.4742, -2.9257], [-3.7981, 0.7899, -1.5061], [-2.2013, -0.6595, -2.8787], [-1.6575, 0.1629, -5.1284], [-3.1087, 1.3030, -5.0567], [-3.2674, -0.4359, -5.1504], [-1.9432, 2.0443, -3.2695], [4.7972, -0.9987, 2.6032], [6.0919, -1.7385, 2.1735], [5.8116, -3.2242, 2.2684], [6.3540, -1.3769, 0.8842], [4.9886, 0.0659, 2.6015], [4.4758, -1.3184, 3.6090], [4.0065, -1.3654, 1.9317], [6.9121, -1.4803, 2.8588], [5.5848, -3.5676, 3.2938], [6.6488, -3.8400, 1.9444], [4.9113, -3.4245, 1.7025], [6.3098, -0.4230, 0.8846], [2.9062, 4.0628, 1.0638], [2.2951, 3.5746, -0.2626], [2.5849, 4.5268, -1.3856], [2.8565, 2.3072, -0.4123], [2.5385, 5.0387, 1.3703], [3.9969, 3.9581, 1.0186], [2.5860, 3.3610, 1.8446], [1.2140, 3.5194, -0.0779], [2.1673, 4.2030, -2.3352], [3.6625, 4.6217, -1.4667], [2.1426, 5.4916, -1.1746], [2.1172, 1.7201, -0.6721], [-4.2430, 4.5798, -1.7060], [-2.9401, 4.7399, -2.4423], [-1.7396, 4.5044, -1.4907], [-2.8246, 3.8234, -3.5464], [-4.1368, 5.2300, -0.8437], [-4.4291, 3.5746, -1.3095], [-5.0893, 4.7690, -2.3685], [-2.8425, 5.7526, -2.8387], [-0.8179, 4.6379, -2.0584], [-1.7174, 3.5258, -0.9964], [-1.8003, 5.2611, -0.6933], [-3.5258, 3.9616, -4.1797], [1.4892, -0.8764, -0.0166], [0.2344, -0.2045, -0.4958], [-0.5672, 0.3798, 0.6593], [0.7016, 0.7835, -1.4280], [1.3665, -1.7833, 0.5629], [2.0926, -0.1122, 0.4833], [2.1358, -1.0778, -0.8685], [-0.3784, -0.8878, -1.0604], [-0.8145, -0.4977, 1.2733], [-1.5419, 0.7614, 0.3585], [0.0319, 1.1149, 1.2188], [-0.0893, 1.1967, -1.8728]],
  "forces_ev_per_angstrom": [[0.6, 0.1, -1.4], [1.0, 1.4, -0.1], [-0.4, -0.7, -0.2], [0.0, -0.3, 0.6], [-0.2, 1.2, 0.8], [-0.5, -0.8, -1.3], [0.6, -0.5, 0.3], [-0.9, 1.2, 0.2], [0.4, -0.6, 0.5], [0.9, -0.4, 1.4], [0.5, -0.9, -1.3], [-0.1, 0.2, 0.0], [-0.5, 0.7, 0.3], [-0.5, -0.3, 0.0], [-0.4, -0.2, 0.2], [0.2, 0.1, 0.1], [-0.1, 0.0, 0.0], [0.3, 0.1, 0.3], [0.3, -0.1, 0.1], [0.1, -0.1, -0.7], [-0.2, 0.4, 0.2], [0.0, 0.2, 0.1], [0.1, -0.1, -0.3], [-0.1, -0.3, -0.1], [0.1, 0.3, 0.1], [-0.2, -0.3, 0.1], [0.2, 0.0, -0.1], [-0.9, -0.4, 0.1], [0.0, -0.3, -0.5], [-0.1, 0.2, 0.4], [0.3, -0.6, -0.8], [0.0, -0.1, 0.7], [0.6, 0.7, 0.5], [-1.5, 0.8, -0.3], [1.2, -0.2, -0.6], [-1.1, -0.2, 0.1], [-0.3, 0.0, 1.0], [0.5, -0.1, 0.6], [-0.4, -0.4, -0.7], [0.7, 0.9, 1.5], [-1.8, -0.1, -2.0], [0.0, 0.2, 0.1], [-0.1, -0.3, -0.3], [0.0, -0.1, 0.3], [0.4, 0.0, 0.2], [0.4, -0.1, -0.5], [-0.6, -0.6, 0.3], [0.5, 0.0, 0.5], [0.4, -0.3, 0.1], [-0.1, 0.3, 0.2], [-0.3, -0.2, 0.5], [0.0, 0.1, -0.1], [0.4, -0.4, 0.3], [0.1, 0.1, -0.2], [0.1, -0.1, -0.3], [0.1, -0.1, -0.2], [0.1, 0.4, 0.0], [0.3, -0.2, 0.0], [0.0, 0.4, -0.4], [0.1, 0.1, -0.3], [0.5, -0.9, 0.3], [-1.6, 0.1, -0.6], [0.5, 0.8, 0.9], [1.0, -0.9, -0.1], [1.0, 1.1, 0.0], [-1.1, 0.0, -0.5], [0.1, -0.6, 0.7], [0.2, 0.1, 0.9], [0.6, -0.3, 0.1], [0.1, -0.8, -0.3], [0.0, -0.2, 0.0], [-0.1, 0.2, -0.1], [-0.1, 0.3, 0.1], [-0.1, 0.2, 0.0], [-0.1, 0.0, 0.3], [-0.2, -0.1, 0.1], [-0.2, -0.3, -0.7], [0.2, 0.4, 0.0], [-0.2, 0.2, 0.1], [-0.1, -0.1, -0.2], [-0.1, 0.1, -0.1], [0.2, 0.1, -0.1], [-0.4, 0.1, 0.0], [-0.4, 0.3, -0.2], [0.3, 0.2, -0.5], [-0.1, 0.0, -0.2], [-0.3, 0.1, -0.3], [0.1, -0.2, 0.2], [0.1, -0.3, 0.5], [-0.1, 0.3, 0.1], [-0.5, -0.4, 0.3], [-0.8, 0.6, -0.9], [0.8, -0.8, -0.3], [-0.1, 0.1, 0.1], [0.8, -0.9, 1.7], [0.2, 0.7, 0.3], [-0.7, -0.5, 0.1], [0.6, 0.7, 0.2], [-0.8, 0.4, 0.7], [0.8, -1.6, 1.0], [-0.4, 2.0, -0.5], [0.0, 0.5, -0.1], [-0.2, -0.5, 0.1], [0.6, 0.7, -0.2], [-0.3, 0.2, 0.0], [-0.1, -0.1, -0.1], [0.2, 0.2, -0.1], [0.0, 0.0, -0.3], [-0.1, -0.1, 0.0], [0.1, 0.5, -0.1], [-0.2, -0.3, -0.6], [-0.7, -0.2, -0.3], [0.0, -0.2, -0.7], [-0.3, -0.2, 0.2], [0.1, -0.4, 0.0], [0.0, 0.0, -0.1], [0.3, 0.1, -0.4], [0.7, 0.2, 0.2], [0.2, -0.4, -0.3], [-0.1, -0.2, 0.0], [0.4, -0.9, -0.3], [0.2, 0.4, 0.4], [0.4, 0.6, 0.8], [-0.5, 0.5, 0.8], [-0.4, -0.9, -1.2], [-0.7, -0.2, 1.6], [-1.1, 0.5, -1.3], [0.7, -0.5, 0.7], [-0.1, -0.5, -0.6], [-1.1, 1.8, -1.3], [1.5, 0.3, -0.5], [-0.3, 0.1, 0.8], [0.0, -0.3, -0.8], [-0.1, -0.1, 0.1], [0.1, -0.1, -0.1], [0.4, -0.1, -0.3], [-0.3, -0.1, -0.3], [0.3, 0.0, 0.6], [0.2, -0.8, 0.5], [-0.2, 0.4, 0.1], [0.5, -0.1, 0.0], [-0.2, -0.2, -0.4], [-0.1, 0.3, -0.1], [-0.2, 0.2, 0.3], [0.3, 0.4, -0.4], [0.2, -0.2, -0.4], [0.1, -0.3, 0.0], [0.1, 0.3, 0.5], [0.4, 0.1, 0.4], [-0.5, -0.6, 0.5], [0.0, 0.9, 1.2], [1.4, 0.4, -0.2], [-1.0, -1.2, 0.4], [-0.8, -0.3, -0.2], [-0.4, 0.1, -0.2], [-0.4, -0.4, -0.5], [0.1, -0.5, -0.2], [0.0, -0.3, -0.1], [0.4, 0.6, -0.2], [0.4, 0.1, -0.1], [-0.1, 0.1, 0.1], [0.4, 0.8, 0.3], [0.4, -1.3, 0.6], [-1.6, -0.4, 2.5], [0.2, -0.4, 0.5], [0.8, 0.0, -1.7], [-0.5, 0.4, -0.2], [0.3, 0.3, -0.2], [0.2, 0.7, -0.1], [0.1, 0.1, -0.1], [0.2, 0.5, -0.2], [0.0, 0.0, -0.3], [-0.1, -0.3, -0.5], [0.1, 0.4, -0.5], [-0.4, -0.5, 0.2], [0.1, 0.8, 1.9], [0.0, -0.1, -0.3], [-0.5, -1.1, -0.8], [0.4, 0.3, -0.1], [-0.2, 0.5, -0.1], [0.0, 0.1, -0.1], [-0.1, -0.2, -0.3], [0.1, -0.3, -0.2], [0.2, 0.2, -0.2], [0.0, 0.4, 0.2], [0.4, 0.0, -0.3], [-0.1, -0.4, 0.0], [0.8, -0.9, 0.4], [-0.4, 0.4, -0.3], [0.5, -0.3, 0.3], [-0.8, 0.4, 0.1], [0.5, 0.0, -0.1], [-0.1, 0.6, 0.3], [-0.1, 0.1, 0.0], [0.1, 0.0, 0.2], [-0.3, 0.0, -0.3], [0.2, -0.1, -0.3], [-0.3, 0.2, -0.2], [1.0, 0.5, -0.4], [0.2, 0.6, -0.2], [0.0, -0.7, -0.1], [-0.8, 0.7, -0.3], [-0.2, 0.0, 0.3], [-0.2, -0.2, 0.7], [-0.2, -0.5, -0.3], [-0.5, -0.5, -0.2], [0.2, 0.4, 0.4], [0.1, 0.4, -0.2], [-0.3, -0.2, -0.1], [0.7, -0.6, 0.4]],
  "lowdin_charge": [-0.054, -0.552, -0.014, -0.124, -0.185, -0.141, -0.485, -0.009, -0.061, -0.100, -0.028, 0.086, 0.075, 0.087, 0.062, 0.086, 0.066, 0.118, 0.128, 0.107, 0.106, 0.121, 0.124, 0.081, 0.051, 0.080, 0.088, 0.081, 0.093, 0.116, -0.041, -0.522, -0.003, -0.116, -0.142, -0.140, -0.507, -0.013, -0.051, -0.107, -0.029, 0.088, 0.081, 0.077, 0.067, 0.079, 0.078, 0.110, 0.105, 0.103, 0.088, 0.099, 0.122, 0.083, 0.064, 0.082, 0.074, 0.093, 0.078, 0.066, -0.036, -0.524, -0.004, -0.133, -0.170, -0.116, -0.515, -0.003, -0.032, -0.047, -0.057, 0.064, 0.074, 0.085, 0.072, 0.065, 0.072, 0.123, 0.118, 0.096, 0.108, 0.114, 0.130, 0.063, 0.085, 0.069, 0.087, 0.090, 0.063, 0.070, -0.023, -0.500, -0.013, -0.136, -0.178, -0.128, -0.525, -0.022, -0.046, -0.123, -0.026, 0.079, 0.074, 0.077, 0.076, 0.041, 0.087, 0.093, 0.133, 0.091, 0.111, 0.128, 0.129, 0.080, 0.059, 0.084, 0.085, 0.081, 0.090, 0.121, 0.013, -0.526, -0.035, -0.155, -0.170, -0.148, -0.514, -0.032, -0.025, -0.085, -0.040, 0.073, 0.053, 0.068, 0.091, 0.080, 0.093, 0.134, 0.121, 0.113, 0.105, 0.117, 0.129, 0.084, 0.092, 0.077, 0.095, 0.068, 0.052, 0.068, -0.043, -0.438, -0.040, -0.088, 0.091, 0.082, 0.073, 0.133, 0.051, 0.086, 0.091, 0.042, -0.051, -0.542, -0.062, -0.017, 0.072, 0.079, 0.069, 0.136, 0.080, 0.079, 0.071, 0.089, -0.061, -0.524, -0.052, -0.063, 0.067, 0.084, 0.069, 0.123, 0.058, 0.083, 0.077, 0.043, -0.053, -0.451, -0.040, -0.073, 0.083, 0.065, 0.083, 0.136, 0.070, 0.073, 0.084, 0.093, -0.044, -0.471, -0.031, -0.094, 0.078, 0.078, 0.080, 0.122, 0.062, 0.062, 0.086, 0.077],
  "homo_lumo_gap_ev": 8.9,
  "total_charge": 0,
  "largest_force_ha_per_bohr": 0.0579,
  "homo_ev": -8.53,
  "lumo_energy_ev": 0.4,
  "smiles": "CC1(C)CCCC(C)(C)N1O.CC1(C)CCCC(C)(C)N1O.CC1(C)CCCC(C)(C)N1O.CC1(C)CCCC(C)(C)N1O.CC1(C)CCCC(C)(C)N1O.CC(C)O.CC(C)O.CC(C)O.CC(C)O.CC(C)O"
}